Arrangement P

A cluster of 3 separate species, C3H12O2S in total, computed with ωB97M-V/def2-TZVPD.

The geometry in ORCA input format:
```
! RIJCOSX wB97M-V def2-TZVPD def2/J DEFGRID3
* xyz 0 1
C -0.04438 0.82734 1.99680
C -1.06696 -0.13183 2.58092
S -1.39036 -1.58576 1.52102
C -2.25755 -0.84949 0.11454
H 0.07612 1.73798 2.60061
H 0.93172 0.34039 1.96733
H -0.34174 1.16589 1.01246
H -0.72708 -0.60183 3.49546
H -2.03506 0.31465 2.77701
H -2.91093 -0.03138 0.37347
H -2.83685 -1.66576 -0.31196
H -1.54783 -0.51408 -0.63655
O 1.81604 0.50480 -5.21590
H 1.63193 0.74508 -6.13676
H 2.74990 0.27176 -5.21251
O 2.62448 0.22200 -0.29703
H 2.05392 -0.39878 -0.76309
H 3.27460 -0.35096 0.13416
*
```

The structure (SMILES) is CCSC.O.O. The calculation puts the HOMO-LUMO gap at 9.1 eV.


Arrangement Q

A cluster of 3 separate species, C3H12O2S in total, computed with ωB97M-V/def2-TZVPD.

The geometry in ORCA input format:
```
! RIJCOSX wB97M-V def2-TZVPD def2/J DEFGRID3
* xyz 0 1
C 1.44397 1.38719 1.17066
C 1.94672 2.39325 0.07368
S 1.62543 1.79202 -1.65591
C 2.10351 0.06017 -1.61480
H 0.63499 1.75060 1.79753
H 2.28597 1.12563 1.80989
H 1.10399 0.50910 0.63576
H 3.01491 2.55164 0.16343
H 1.35892 3.29432 0.18362
H 2.84148 -0.11880 -2.41886
H 2.66912 -0.25281 -0.74209
H 1.34114 -0.65176 -1.91954
O -5.30094 -2.56551 1.86178
H -6.17962 -2.23543 1.63582
H -4.87856 -2.40896 0.98518
O -2.00305 -2.33502 -0.32225
H -1.79355 -1.44443 -0.57716
H -2.21443 -2.85119 -1.06675
*
```

The structure (SMILES) is CCSC.O.O. The calculation puts the HOMO-LUMO gap at 9.1 eV.


Arrangement R

A cluster of 3 separate species, C3H12O2S in total, computed with ωB97M-V/def2-TZVPD.

The geometry in ORCA input format:
```
! RIJCOSX wB97M-V def2-TZVPD def2/J DEFGRID3
* xyz 0 1
C 1.60694 1.51260 -0.76321
C 0.41347 1.04944 0.09069
S -1.11866 1.82733 -0.48764
C -2.44706 1.10038 0.55037
H 1.94158 0.67201 -1.39269
H 2.51288 1.71098 -0.19303
H 1.33119 2.43742 -1.20969
H 0.56619 1.33980 1.15094
H 0.27536 -0.01768 0.01654
H -3.09061 0.41579 0.04866
H -1.99367 0.83658 1.49589
H -3.04204 1.99286 0.70102
O 0.95547 -2.64572 -2.51344
H 0.58611 -3.02705 -1.70495
H 1.74733 -2.14942 -2.29006
O 0.10566 -2.62554 1.96839
H 0.46993 -2.06447 2.65566
H -0.82011 -2.36530 1.87655
*
```

The structure (SMILES) is CCSC.O.O. The calculation puts the HOMO-LUMO gap at 9.0 eV.


Need the numbers? Relative energies in kcal/mol: arrangement P 0.0; arrangement Q 11.9; arrangement R 10.0.